[1]
This record from the Open Molecules 2025 dataset describes an isolated molecule of C4H5NO2. The level of theory is ωB97M-V with the def2-TZVPD basis set.

```
12
Properties=species:S:1:pos:R:3:forces:R:3
N -2.2391 -0.3520 -0.3924 0.1 0.0 0.1
C -0.8889 -0.0245 -0.3102 0.1 -0.1 0.2
C 0.2602 -0.7557 -0.3054 -0.1 0.0 0.1
C 1.2838 0.1828 0.0741 -0.3 0.3 0.0
O 2.5742 -0.1009 0.3935 0.1 -0.2 -0.3
C 0.7079 1.4050 0.1586 0.3 -0.1 0.2
O -0.6452 1.2742 -0.0863 -0.1 -0.1 0.1
H -2.7498 0.2046 0.2886 -0.1 -0.1 -0.3
H -2.3853 -1.3340 -0.1934 0.0 0.1 -0.1
H 0.3641 -1.8158 -0.5023 0.0 0.2 0.2
H 2.6731 -1.0604 0.3976 0.1 0.2 0.0
H 1.0449 2.3768 0.4776 0.0 -0.1 -0.1
```
Positions in Å, forces in eV/Å.

Its HOMO-LUMO gap is 8.509 eV. The total charge is 0. As for the energy above the lowest of the compared OMol25 structures with the same formula, charge and spin: 1.2227 eV. As for the multiplicity: 1. The HOMO energy is -7.7 eV. The lowest unoccupied orbital energy comes out at 0.793 eV.

Atomic partial charges in e from the natural (NBO) method, atoms 1 to 5: N -0.8094; C 0.4864; C -0.4614; C 0.2369; O -0.6589

***

[2]
This record from the Open Molecules 2025 dataset describes a cluster of 3 separate species, C4H15N2O in total. The level of theory is ωB97M-V with the def2-TZVPD basis set.

```
22
Properties=species:S:1:pos:R:3:forces:R:3
N -0.0656 1.2142 1.3191 0.3 -0.2 -3.3
C 0.3923 0.0162 0.6302 2.7 1.6 1.3
C 1.4743 -0.8498 1.4459 -1.4 0.9 -0.1
C -0.7867 -0.8965 0.1923 -3.6 -1.1 0.6
N -0.4900 -2.0067 -0.7169 3.9 3.1 -0.7
C -0.2603 -1.5412 -2.1537 -2.6 2.0 -1.4
H 1.0353 0.3349 -0.2413 -1.2 -0.1 -0.2
H -0.4812 1.9268 0.6409 0.7 -1.0 1.3
H -0.6876 1.0933 2.0860 -0.1 -0.2 1.0
H 2.1770 -1.3409 -0.6979 -2.0 -0.5 0.1
H 1.2648 -0.6663 2.5094 0.2 -0.4 -0.2
H 1.2669 -1.8949 1.1761 0.6 0.1 0.5
H 2.5007 -0.5022 1.2140 -0.6 -0.4 0.4
H -1.6907 -0.1935 -0.0212 1.7 -1.2 -0.9
H -1.1824 -1.3429 1.1652 0.9 0.1 -1.0
H 0.7447 -1.8589 -0.9961 0.7 -0.8 2.6
H 0.2149 -0.4847 -2.2336 -1.1 -1.7 0.1
H -1.2516 -1.5558 -2.6713 0.6 0.3 0.3
H 0.3425 -2.2633 -2.6717 0.3 -0.4 -0.1
H -0.9690 4.7865 0.2275 0.4 0.5 0.2
H -2.1744 4.0977 -0.3678 0.5 -0.2 0.4
O -1.3740 3.9283 0.1649 -0.9 -0.5 -0.5
```
Positions in Å, forces in eV/Å.

Its HOMO-LUMO gap is 5.167 eV. The total charge is +1. As for the energy above the lowest of the compared OMol25 structures with the same formula, charge and spin: 9.8714 eV. As for the multiplicity: 1. The HOMO energy is -13.8 eV. The lowest unoccupied orbital energy comes out at -8.668 eV.

Atomic partial charges in e from the natural (NBO) method, atoms 1 to 5: N -0.7103; C -0.0240; C -0.6492; C -0.3148; N -0.2814

***

[3]
This record from the Open Molecules 2025 dataset describes a structure of composition C23H25N6S2Tl. The level of theory is ωB97M-V with the def2-TZVPD basis set.

```
57
Properties=species:S:1:pos:R:3:forces:R:3
Tl 0.2649 1.0213 1.2819 0.0 0.0 0.1
C 0.6887 -3.1562 3.5619 0.0 0.0 0.0
C 0.0730 -4.2342 2.6668 0.0 0.0 0.0
C 0.7601 -4.3033 1.3238 0.0 0.0 0.0
C 1.6113 -5.3640 1.0299 0.0 0.0 0.0
C 2.3368 -5.4006 -0.1511 0.0 0.0 0.0
C 2.2231 -4.3468 -1.0471 0.0 0.0 0.0
C 1.3851 -3.2689 -0.7911 0.0 0.0 0.0
C 1.2700 -2.1223 -1.7597 0.0 0.0 0.0
C 0.0363 -2.2120 -2.6581 0.0 0.0 0.0
C 0.6278 -3.2572 0.3930 0.0 0.0 0.0
N -0.1831 -2.1507 0.6577 0.0 0.0 0.0
C -1.4572 -2.3062 0.6714 0.0 0.0 0.0
C -2.4156 -1.2870 0.9388 0.0 0.0 0.0
C -3.8113 -1.4554 0.9509 0.0 0.0 0.0
C -4.3481 -0.1960 1.2190 0.0 0.0 0.0
C -3.2460 0.6676 1.3507 0.0 0.0 0.0
N -2.0893 0.0187 1.1890 0.0 0.0 0.0
H 0.1833 -3.1142 4.5293 0.0 0.0 0.0
H 0.6043 -2.1772 3.0891 0.0 0.0 0.0
H 1.7479 -3.3600 3.7338 0.0 0.0 0.0
H -0.9920 -4.0282 2.5497 0.0 0.0 0.0
H 0.1541 -5.2125 3.1499 0.0 0.0 0.0
H 1.7111 -6.1690 1.7518 0.0 0.0 0.0
H 2.9964 -6.2339 -0.3639 0.0 0.0 0.0
H 2.8019 -4.3502 -1.9655 0.0 0.0 0.0
H 2.1715 -2.0876 -2.3783 0.0 0.0 0.0
H 1.2150 -1.1851 -1.2033 0.0 0.0 0.0
H 0.0580 -3.1224 -3.2649 0.0 0.0 0.0
H -0.0158 -1.3423 -3.3139 0.0 0.0 0.0
H -0.8733 -2.2183 -2.0572 0.0 0.0 0.0
H -1.8887 -3.2935 0.4449 0.0 0.0 0.0
H -4.3418 -2.3813 0.7722 0.0 0.0 0.0
H -5.3914 0.0751 1.2923 0.0 0.0 0.0
H -3.2478 1.7349 1.5290 0.0 0.0 0.0
S 0.3360 1.5421 -1.4762 0.0 0.0 0.0
C -0.8671 2.7956 -1.7889 0.0 0.0 0.0
C -1.3056 2.9587 -3.1106 0.0 0.0 0.0
C -2.2371 3.9162 -3.4749 0.0 0.0 0.0
C -2.7636 4.7550 -2.5008 0.0 0.0 0.0
C -2.3422 4.6141 -1.1893 0.0 0.0 0.0
C -1.3993 3.6543 -0.7990 0.0 0.0 0.0
S -0.9473 3.5900 0.9048 0.0 0.0 0.0
H -0.8913 2.2948 -3.8605 0.0 0.0 0.0
H -2.5507 4.0003 -4.5101 0.0 0.0 0.0
H -3.5000 5.5099 -2.7557 0.0 0.0 0.0
H -2.7488 5.2584 -0.4186 0.0 0.0 0.0
N 2.7872 3.6618 -0.6595 0.0 0.0 0.0
C 3.0697 4.5154 0.3319 0.0 -0.1 -0.1
N 2.0766 4.9028 1.1359 0.0 0.0 0.0
N 4.3312 4.9414 0.4351 0.0 0.1 0.1
C 4.5837 5.8082 1.3937 0.0 -0.1 0.0
N 4.8551 6.5684 2.2320 0.0 0.0 0.0
H 1.9037 3.1510 -0.7499 0.0 0.0 0.0
H 3.5712 3.3209 -1.1846 0.0 0.0 0.0
H 1.1256 4.5228 1.0369 0.0 0.0 0.0
H 2.2936 5.5369 1.8856 0.0 0.0 0.0
```
Positions in Å, forces in eV/Å.

Its HOMO-LUMO gap is 5.931 eV. The total charge is -2. As for the energy above the lowest of the compared OMol25 structures with the same formula, charge and spin: 0.0033 eV. As for the multiplicity: 1. The HOMO energy is -1.5 eV. The lowest unoccupied orbital energy comes out at 4.464 eV.

Atomic partial charges in e from the natural (NBO) method, atoms 1 to 5: Tl 0.5062; C -0.6043; C -0.4328; C 0.0351; C -0.2540

***

[4]
This record from the Open Molecules 2025 dataset describes a structure of composition C4H6CuO7. The level of theory is ωB97M-V with the def2-TZVPD basis set.

```
18
Properties=species:S:1:pos:R:3:forces:R:3
O -8.0098 -4.5870 -7.2120 -0.2 -0.5 -0.7
C -8.8266 -4.1961 -6.3450 1.1 1.5 1.6
O -9.9901 -4.6343 -6.1871 -0.8 -0.5 -0.4
O -8.3556 -3.2476 -5.4948 0.0 -0.8 -0.9
O -8.2400 -0.5404 -4.6668 0.4 -0.3 0.2
C -9.2151 0.3016 -4.9874 -1.1 -0.3 0.1
O -10.3900 0.1656 -4.7195 0.5 0.0 0.0
O -8.7441 1.1703 -5.8830 0.4 0.3 -0.3
C -8.5525 -1.6177 -3.7767 -0.1 0.6 0.0
C -9.2311 -2.7648 -4.4850 -0.6 0.2 0.3
Cu -9.6148 -5.7830 -7.8629 0.2 0.2 0.2
H -9.4643 1.7571 -6.1461 0.0 -0.1 0.5
H -9.1934 -1.2596 -2.9607 0.2 0.0 -0.2
H -7.5861 -1.9290 -3.3650 -0.2 0.1 -0.1
H -10.1817 -2.4453 -4.9296 0.3 0.0 0.1
H -9.4411 -3.5532 -3.7472 0.0 0.1 -0.2
O -8.7308 1.8896 -2.8350 -0.2 -0.3 -0.1
H -8.0586 2.5224 -2.5685 0.1 0.0 0.0
```
Positions in Å, forces in eV/Å.

Its HOMO-LUMO gap is 2.788 eV. The total charge is -1. As for the energy above the lowest of the compared OMol25 structures with the same formula, charge and spin: 1.0636 eV. As for the multiplicity: 1. The HOMO energy is -2.3 eV. The lowest unoccupied orbital energy comes out at 0.517 eV.

Atomic partial charges in e from the natural (NBO) method, atoms 1 to 5: O -0.8068; C 0.9585; O -0.8351; O -0.5096; O -0.4971

***

[5]
This record from the Open Molecules 2025 dataset describes a structure of composition C27H68CuN5O11. The level of theory is ωB97M-V with the def2-TZVPD basis set.

```
112
Properties=species:S:1:pos:R:3:forces:R:3
Cu 3.5792 6.2181 -19.4048 -4.0 -6.3 3.5
O 5.1475 8.9829 -20.7189 -2.7 -7.3 2.0
C 4.6791 7.8615 -20.1334 -1.2 -0.3 -0.4
O 3.7925 7.9646 -19.2775 0.2 5.3 1.7
O 4.9623 6.6873 -20.4807 3.5 2.8 -2.4
H 4.5710 9.5913 -20.2509 -0.8 2.1 1.2
C 11.1965 5.7025 -16.6352 -1.6 0.0 0.4
O 10.0419 6.5372 -16.9252 0.1 -0.6 0.4
C 8.7771 6.2686 -16.2963 0.4 -0.6 0.3
C 7.5351 6.6623 -17.1317 1.6 1.0 1.3
N 7.2919 8.1634 -17.0630 -0.1 -1.7 -1.1
C 6.2391 8.6119 -17.9700 -1.6 0.5 1.9
C 6.3844 10.0920 -18.2418 0.1 -0.3 0.1
O 7.4446 10.2204 -19.1590 1.4 1.8 0.8
C 7.7095 11.6147 -19.4503 -0.6 0.0 1.4
H 11.9529 5.9331 -17.3853 -0.1 0.1 0.3
H 10.9345 4.6451 -16.6718 -0.2 -0.2 -0.5
H 11.5291 5.8109 -15.6028 0.3 0.6 0.0
H 8.7330 6.7295 -15.3095 0.0 0.4 0.0
H 8.6803 5.2023 -16.0919 0.1 -0.3 -0.2
H 6.7410 6.0547 -16.6975 -0.5 0.6 0.0
H 7.7192 6.2751 -18.1338 -0.1 -0.3 1.0
H 8.0989 8.6642 -17.4066 0.5 -0.3 0.3
H 5.3020 8.5195 -17.4210 -0.3 -0.1 0.1
H 5.9938 8.0399 -18.8648 1.4 0.0 0.5
H 6.6119 10.6231 -17.3175 0.1 0.0 0.3
H 5.4849 10.5599 -18.6417 0.0 -0.2 0.1
H 7.8482 12.1676 -18.5212 0.6 -0.2 0.3
H 6.7970 12.0684 -19.8371 1.0 -0.1 0.7
H 8.5455 11.8002 -20.1246 -0.1 -0.5 0.1
C 10.8334 10.8222 -22.0001 0.0 -0.7 -1.2
O 10.0149 10.0569 -22.9690 1.0 -0.1 0.7
C 8.6136 10.2043 -22.8024 1.8 1.3 0.0
C 7.7906 9.0339 -23.2824 3.0 0.2 -1.8
N 7.9296 7.9089 -22.3718 13.2 12.3 2.1
C 7.4645 8.1334 -21.0299 2.3 -0.7 4.4
C 8.0295 6.9044 -20.2022 0.9 4.5 -1.4
O 9.4110 6.9268 -19.9831 0.2 0.1 -0.7
C 9.8608 7.9525 -19.1416 0.9 0.8 0.5
H 11.8341 10.3904 -22.0178 0.0 0.0 -0.5
H 10.6003 10.7538 -20.9375 -1.0 -0.2 -0.1
H 10.8951 11.8686 -22.2988 -0.1 0.0 0.0
H 8.1910 10.9905 -23.4280 0.8 0.3 0.0
H 8.4504 10.4718 -21.7584 0.3 -0.3 -0.9
H 8.2396 8.7148 -24.2230 -0.1 -0.1 -0.2
H 6.7578 9.3142 -23.4893 2.1 -0.4 -1.0
H 8.9262 7.7522 -22.3239 0.5 -1.4 -0.3
H 6.3825 8.0759 -21.1483 2.8 0.7 1.0
H 7.6308 9.0980 -20.5504 1.6 -1.2 -0.3
H 7.8164 5.9622 -20.7071 1.9 4.4 -2.1
H 7.5596 6.9325 -19.2191 -0.4 0.3 -1.4
H 9.4348 7.9383 -18.1384 0.1 -0.1 -0.7
H 9.7317 8.9589 -19.5399 -0.1 0.0 -0.5
H 10.9238 7.7636 -18.9915 0.0 0.1 -0.1
C 1.7262 8.2164 -21.5542 0.0 -1.1 -0.2
O 2.2507 7.0100 -20.9074 -0.8 1.0 -2.7
C 1.5098 5.8470 -21.3332 0.2 -0.5 1.5
C 2.3218 4.5414 -21.0332 -1.3 1.3 -1.2
N 2.6419 4.4679 -19.6313 1.3 0.2 1.0
C 3.5703 3.3500 -19.3450 0.3 0.3 -1.0
C 4.8468 3.4959 -20.1717 0.9 -1.0 0.4
O 5.6136 4.6270 -19.8197 1.2 -1.2 -0.1
C 6.9430 4.6532 -20.4226 -1.8 -4.2 1.2
H 0.6634 8.3026 -21.3281 -0.1 0.2 0.1
H 1.8400 8.2400 -22.6380 0.0 -0.7 -0.3
H 2.2438 9.1216 -21.2367 0.0 -2.3 -0.6
H 1.2826 5.8687 -22.3990 -0.4 0.2 0.1
H 0.6938 5.9285 -20.6151 -1.0 -0.6 -0.8
H 3.1620 4.6559 -21.7180 0.0 -0.8 1.0
H 1.7648 3.6532 -21.3314 -0.3 0.0 -0.3
H 1.7899 4.3726 -19.0973 -0.1 -0.1 0.1
H 3.0867 2.4241 -19.6565 0.1 -0.3 0.0
H 3.8657 3.2447 -18.3011 -0.4 0.5 0.1
H 4.7059 3.4142 -21.2494 -0.4 0.3 -0.1
H 5.4299 2.6011 -19.9534 0.2 -0.3 0.2
H 7.4573 3.6951 -20.3475 -0.2 -0.6 0.3
H 7.5955 5.3964 -19.9645 -2.4 -4.2 2.5
H 6.9439 4.8516 -21.4944 -0.5 0.1 0.0
C 4.4374 5.7937 -23.0725 -0.7 -0.7 -1.1
C 5.4397 6.9066 -23.3891 -0.5 1.8 1.1
C 4.8465 8.3838 -23.1820 -2.3 -2.5 -2.1
O 3.9201 8.6382 -24.2558 0.7 0.6 0.2
C 3.4829 9.9807 -24.2104 -1.2 0.6 -0.1
N 6.4494 6.7475 -22.3916 -8.5 -10.7 -3.2
H 3.6119 6.0253 -22.3994 0.6 1.0 -0.5
H 4.8817 4.8943 -22.6462 0.7 0.3 0.1
H 4.0230 5.4016 -24.0014 -0.3 0.3 -0.2
H 5.8699 6.7859 -24.3833 -0.2 0.1 -0.1
H 5.6388 9.1318 -23.1511 -2.2 -0.6 -0.1
H 4.2440 8.4212 -22.2744 0.4 -0.5 -0.7
H 3.1877 10.3445 -23.2262 -0.4 -0.7 -0.3
H 2.5724 10.1115 -24.7950 0.3 -0.3 -0.5
H 4.2096 10.7405 -24.4980 0.4 -0.3 -0.5
H 6.0737 6.8337 -21.4581 -0.8 -1.0 -0.3
H 7.1781 7.4413 -22.4794 -4.2 -4.6 -3.9
C 6.1744 11.9974 -23.0023 -1.1 1.2 0.0
C 5.8353 11.3865 -21.5933 -0.1 1.3 -4.3
C 4.3816 11.0064 -21.5385 -0.3 1.3 0.0
O 4.0919 10.8042 -20.1575 -2.1 1.8 0.8
C 2.7199 10.5873 -19.8457 -1.4 1.5 1.1
N 6.7186 10.2936 -21.4529 -2.3 2.8 1.0
H 7.1986 12.3692 -23.0343 -0.4 0.2 0.2
H 5.4951 12.8038 -23.2787 0.1 0.7 0.6
H 5.9993 11.4291 -23.9158 0.4 -1.1 0.4
H 6.0502 12.1864 -20.8847 -0.9 -0.2 -0.8
H 4.1705 10.0536 -22.0239 0.2 1.2 0.1
H 3.8040 11.8157 -21.9852 -0.4 0.0 0.3
H 2.1396 10.0476 -20.5940 0.5 1.8 0.9
H 2.2357 11.5443 -19.6509 0.1 0.2 -0.3
H 2.5764 10.0244 -18.9234 0.7 -0.1 -0.1
H 6.5692 9.6570 -22.2227 -0.4 1.6 1.4
H 6.2314 9.7810 -20.7319 2.2 1.3 -0.1
```
Positions in Å, forces in eV/Å.

Its HOMO-LUMO gap (spin up / spin down) is 8.062 / 6.189 eV. The total charge is +1. As for the energy above the lowest of the compared OMol25 structures with the same formula, charge and spin: 18.1991 eV. As for the multiplicity: 2. The HOMO energy (spin up / spin down) is -9.6 / -9.6 eV. The lowest unoccupied orbital energy (spin up / spin down) comes out at -1.581 / -3.433 eV.

Atomic partial charges in e from the Mulliken method, atoms 1 to 5: Cu -1.4018; O 0.7383; C 0.2731; O -1.2983; O 2.3575

***

Which of these has the highest multiplicity? C27H68CuN5O11

***

Look up the total charge of the first one. 0

***

Which of these has the highest multiplicity? C27H68CuN5O11